# 1
C4H5NO | ωB97M-V/def2-TZVPD

Computed properties:
SMILES	C[C@H](C#N)C=O
highest occupied orbital energy	-10.64	eV
lowest unoccupied orbital energy	0.4	eV
molar mass	83.09	g mol⁻¹
total energy	-7765.749	eV

Atoms and positions in Å:
H -1.375 -1.034 -0.423
C -0.979 -0.708 0.540
H -0.661 -1.592 1.101
N -0.492 2.474 -0.823
C 1.281 -0.422 -0.584
H 0.688 0.476 1.291
C -0.179 1.489 -0.303
H -1.771 -0.206 1.102
C 0.223 0.222 0.330
H 2.334 -0.152 -0.368
O 0.986 -1.155 -1.491

Atomic forces in eV per Å
0.1 0.1 0.1
-0.1 -0.1 0.0
0.0 0.1 -0.1
0.3 -1.0 0.6
-0.1 -0.2 -0.4
0.0 0.0 -0.2
-0.3 0.9 -0.5
0.2 0.0 -0.1
-0.2 0.0 0.0
-0.1 0.0 -0.1
0.2 0.3 0.5


# 2
C2H3NO2S | ωB97M-V/def2-TZVPD

Computed properties:
highest occupied orbital energy (alpha / beta)	-9.21 / -9.21	eV
lowest unoccupied orbital energy (alpha / beta)	-0.3 / -0.3	eV
molar mass	105.12	g mol⁻¹
total energy	-18539.761	eV

Atoms and positions in Å:
H 0.487 -0.558 1.620
C -0.461 -0.047 1.458
S 0.577 -0.201 -2.392
H -1.206 -0.812 1.251
H -0.753 0.526 2.344
C -0.353 0.794 0.299
O -0.611 1.813 -0.191
N 1.019 -0.536 -0.990
O 1.301 -0.979 -3.398

Atomic forces in eV per Å
0.0 0.1 -0.1
0.1 -0.6 0.9
1.0 -1.0 0.5
-0.1 -0.1 -0.1
0.0 0.1 -0.2
1.2 0.9 -2.9
0.2 -1.6 1.0
-1.9 1.6 1.2
-0.5 0.5 -0.3


# 3
C15H22N7 | ωB97M-V/def2-TZVPD

Computed properties:
net charge	+1
highest occupied orbital energy	-10.39	eV
lowest unoccupied orbital energy	-3.4	eV
molar mass	300.39	g mol⁻¹
total energy	-26331.122	eV

Atoms and positions in Å:
C -1.248 -4.648 4.673
C -0.132 6.267 -1.817
H -1.119 -2.622 3.736
H -1.816 -1.762 -0.300
C 1.429 6.106 -3.429
C 0.654 -5.350 3.701
H -0.446 -6.711 5.009
H -0.950 -3.446 -3.074
H -2.283 1.445 1.288
H 1.525 -5.875 3.343
H 0.993 -3.113 -0.811
H 0.691 -2.660 -3.056
C -0.357 -5.743 4.540
N 2.361 2.018 -0.010
H -2.151 -4.615 5.262
C -1.034 -1.276 -2.842
C 1.385 1.098 0.110
H -0.148 2.524 0.806
N 0.135 1.572 0.555
C -0.333 -2.653 -2.555
H -2.578 0.337 0.036
N -0.725 0.523 0.585
H 2.084 2.975 -0.229
H -0.827 -2.518 1.032
H 0.315 8.012 -3.052
H 3.334 1.709 0.049
N 1.355 -0.277 -0.173
H -0.898 6.553 -1.114
N 0.404 -4.059 3.317
N -2.080 0.506 0.924
C -0.116 -2.992 -1.018
C 1.335 4.892 -2.802
H 2.093 6.344 -4.246
H -0.571 -4.019 -0.833
H 0.095 4.253 -1.208
N 0.378 4.994 -1.824
H 0.981 -3.517 2.697
C -0.742 -1.974 0.013
C -1.238 -0.064 -2.807
H 1.862 3.964 -2.966
C 0.499 6.978 -2.804
H -1.358 1.053 -2.761
C -0.004 -0.606 0.144
C -0.751 -3.622 3.910

Atomic forces in eV per Å
-0.1 0.2 0.0
-0.1 0.2 0.0
0.0 -0.1 0.1
1.4 -0.2 0.4
0.1 -0.2 0.0
0.0 -0.1 0.0
0.0 0.1 0.0
0.8 0.8 0.8
-0.4 -0.6 -0.1
-0.1 0.0 0.1
-1.3 0.3 -0.3
-1.5 0.3 0.5
0.1 -0.1 -0.1
0.1 -0.9 0.0
0.1 0.0 0.0
1.6 0.8 1.2
-2.0 -1.1 0.0
0.3 -0.7 0.0
1.3 -0.2 -0.7
-0.5 0.7 -1.1
-0.1 0.4 0.5
2.5 -4.0 -1.3
0.7 -0.5 0.2
0.3 1.2 -1.4
0.0 -0.1 0.0
-0.6 0.5 -0.4
-3.6 2.6 1.8
0.0 0.0 -0.1
0.0 0.0 -0.1
0.2 0.9 -0.6
0.1 -0.3 0.2
0.2 -0.1 -0.1
-0.1 0.0 0.1
0.5 1.5 0.0
-0.1 0.1 -0.2
0.1 0.0 0.1
0.0 -0.1 0.2
-0.3 -0.3 0.2
0.2 -0.7 0.1
0.0 0.1 -0.1
-0.1 0.0 0.2
0.0 -2.0 -0.4
0.5 1.6 0.3
-0.1 0.1 0.0


# 4
C3H4N2O3 | ωB97M-V/def2-TZVPD

Computed properties:
highest occupied orbital energy	-10.17	eV
lowest unoccupied orbital energy	-0.2	eV
molar mass	116.08	g mol⁻¹
total energy	-12292.042	eV

Atoms and positions in Å:
H -0.088 -1.959 1.520
C 1.147 -1.455 -0.246
O 0.917 1.982 -0.060
H 1.393 -1.790 -0.991
C -0.212 -1.382 0.309
H 1.824 -1.985 0.243
H -1.028 -1.878 -0.472
C 0.847 0.878 0.100
N -1.634 0.711 0.127
N -0.449 0.106 0.416
O 1.699 -0.109 -0.173
O -2.392 -0.168 -0.403

Atomic forces in eV per Å
-1.3 1.9 -3.8
-3.7 8.6 12.0
1.0 6.8 -0.3
2.6 -5.4 -15.7
-2.5 -1.6 1.2
2.5 -2.4 3.9
2.0 1.2 2.7
-3.2 -8.5 0.2
-0.9 -4.5 -2.5
1.3 -0.1 0.4
1.1 0.7 -0.2
0.9 3.4 2.0


# 5
C5H12NO2 | ωB97M-V/def2-TZVPD

Computed properties:
net charge	-1
SMILES	[O-]CNCCCCO
highest occupied orbital energy	-2.58	eV
lowest unoccupied orbital energy	3.3	eV
molar mass	118.16	g mol⁻¹
total energy	-10963.406	eV

Atoms and positions in Å:
C -1.569 2.052 -2.202
H 0.685 0.513 -1.285
H -0.753 -0.443 -1.861
O 0.809 -1.834 2.869
H -0.709 -0.029 1.017
C 1.671 -1.681 1.706
H 1.245 0.363 1.568
H 2.607 -1.462 2.220
H 1.618 -2.654 1.217
C -0.337 0.192 -1.063
H -1.892 3.059 -1.754
N -1.168 1.363 -0.836
H -0.588 2.255 -2.653
C -0.115 -0.587 0.278
H 2.191 -0.284 0.209
O -2.513 1.459 -2.872
H -0.457 -1.616 0.270
H -2.072 1.068 -0.494
H 0.024 -1.279 2.828
C 1.322 -0.455 0.840

Atomic forces in eV per Å
-0.9 1.0 2.2
-0.3 0.2 -0.8
0.3 -0.1 0.1
-0.2 -0.1 0.0
-0.3 -0.4 -0.2
-0.6 1.0 1.4
0.6 0.2 -0.3
0.6 -0.5 -0.6
0.4 0.2 -0.4
-0.1 -0.4 1.0
0.2 -0.3 -0.4
0.6 0.5 -0.9
0.5 -0.2 -0.5
0.2 1.2 -0.4
-0.3 0.1 -0.7
0.2 -0.6 -0.5
0.0 -0.3 -0.2
-0.2 -0.3 0.0
0.1 0.0 -0.4
-0.7 -1.3 1.6


# 6
C41H62BN6PS3W | ωB97M-V/def2-TZVPD

Computed properties:
net charge	+4
highest occupied orbital energy (alpha / beta)	-18.97 / -18.97	eV
lowest unoccupied orbital energy (alpha / beta)	-13.5 / -13.5	eV
molar mass	960.82	g mol⁻¹
total energy	-96725.000	eV

Atoms and positions in Å:
H 2.455 0.904 2.662
C -6.979 2.131 1.578
H -3.210 7.791 2.135
C -0.555 7.416 1.692
C -5.903 1.330 3.709
C 5.826 2.998 -0.620
C -1.705 6.448 1.373
H -0.325 7.460 2.758
H 4.558 -2.695 1.400
H -5.825 4.013 3.168
H -6.328 4.337 -2.136
C -5.659 2.033 2.362
H 1.357 3.740 -3.741
C 3.246 -1.158 -2.612
H 0.245 3.766 5.235
C -0.695 3.236 -3.355
C -4.988 -0.153 1.234
H 4.258 4.330 -0.017
H 4.204 0.773 2.529
H -5.939 -0.572 1.540
H -0.009 2.062 4.852
N -3.544 1.729 1.185
C -4.691 1.189 1.561
C -4.285 5.650 -3.335
H -4.170 3.401 3.178
B -1.419 1.738 0.005
C -1.929 3.798 -3.589
H -4.904 3.949 1.660
C -4.392 4.147 -3.033
H -0.571 5.459 3.671
C 1.315 -2.081 -1.305
C 4.533 3.302 -0.211
C -4.335 -2.391 0.253
H -6.837 2.624 0.616
H 3.237 -3.554 -0.110
H 2.103 -2.905 1.640
H 0.714 -1.226 -1.728
C -4.896 3.402 -4.284
W 0.254 0.097 0.031
H -5.011 4.417 -0.961
H 0.920 -2.470 -0.361
H -4.258 3.578 -5.152
H 0.722 2.426 -4.737
H 3.490 -3.651 -1.846
H -5.893 3.764 -4.535
H 6.551 3.791 -0.746
H -5.275 6.027 -3.588
C 5.273 0.661 -0.701
H 4.667 -2.811 -0.852
H 7.206 1.449 -1.174
H -4.962 2.326 -4.112
S -1.568 -1.219 -0.550
C 6.197 1.682 -0.862
H -3.924 6.211 -2.471
C 3.293 0.209 2.727
H -6.357 0.345 3.589
C -2.877 -0.314 0.237
C 2.810 -1.725 -1.254
C 4.558 -1.711 1.854
C -3.019 3.598 -2.713
H -2.958 5.942 -0.339
H 5.582 -0.361 -0.877
H -3.638 5.866 -4.186
C 0.393 3.003 4.474
C -0.472 2.512 2.139
P 2.848 -0.380 0.063
H -7.438 1.155 1.408
H -3.757 6.114 2.054
H -6.593 1.930 4.301
H 2.795 -0.199 -2.860
H 4.326 -1.038 -2.666
H -5.325 -2.690 0.588
C -4.082 -0.952 0.575
H -4.978 1.220 4.280
C -0.262 3.406 3.190
C -1.266 5.033 1.676
C -2.908 6.756 2.287
H 1.094 -2.840 -2.064
C 3.602 -3.002 -0.974
C 2.077 -1.976 2.211
N -1.072 2.874 1.012
S -0.008 0.804 2.168
N -2.865 2.892 -1.603
C 3.604 2.289 -0.048
N -2.682 0.973 0.514
H 2.196 -2.241 3.264
C -5.098 3.433 2.602
H 5.353 -1.105 1.418
H -7.689 2.721 2.157
H -2.659 6.638 3.343
H -4.274 -2.568 -0.823
H -2.076 4.394 -4.481
H -0.851 8.421 1.395
H 0.355 7.163 1.144
S 0.763 1.485 -1.736
C 3.967 0.961 -0.298
C -2.118 6.594 -0.093
H -1.290 6.370 -0.769
H 2.597 2.534 0.276
H 1.061 -1.552 2.123
C -0.632 2.474 -2.182
C 0.475 3.384 -4.276
H -5.487 2.861 -1.659
N -1.462 4.101 0.746
H 3.338 -0.157 3.754
C -5.357 3.922 -1.871
C -0.690 4.691 2.917
H -2.424 7.624 -0.270
H 2.959 -1.877 -3.383
C 3.191 -1.007 1.798
H 4.805 -1.838 2.911
H 0.250 4.091 -5.071
H 1.469 2.881 4.331
N -1.668 2.362 -1.375
H -3.603 -3.037 0.743

Atomic forces in eV per Å
0.1 0.0 0.0
0.0 0.0 0.0
0.0 0.0 0.0
0.0 0.0 0.0
0.0 0.0 0.0
0.0 0.0 0.0
-0.1 0.0 0.0
0.0 0.0 0.0
0.0 0.0 0.0
0.0 0.0 0.0
0.0 0.0 0.0
0.0 0.0 0.0
0.0 0.0 0.0
0.0 0.0 0.0
0.0 0.0 0.0
0.0 0.0 0.0
0.0 0.0 0.0
0.0 0.0 0.0
0.0 0.0 0.0
0.0 0.0 0.0
0.0 0.0 0.0
-0.1 0.0 0.0
0.0 0.0 0.0
0.0 0.0 0.0
0.0 0.0 0.0
-0.2 0.1 0.1
0.1 0.0 -0.1
0.0 0.0 0.0
0.0 0.0 0.0
0.0 0.0 0.0
0.1 0.3 -0.1
0.0 0.0 0.0
0.0 0.0 0.0
0.0 0.0 0.0
0.0 0.0 0.0
0.0 0.0 0.0
0.0 0.1 0.1
0.0 0.0 0.0
0.2 -0.4 0.0
0.0 0.0 0.0
0.0 -0.1 0.0
0.0 0.0 0.0
0.0 0.0 0.0
0.0 0.0 0.0
0.0 0.0 0.0
0.0 0.0 0.0
0.0 0.0 0.0
0.0 0.0 0.0
0.0 0.0 0.0
0.0 0.0 0.0
0.0 0.0 0.0
-0.1 0.1 0.0
0.0 0.0 0.0
0.0 0.0 0.0
0.0 0.0 0.0
0.0 0.0 0.0
0.0 0.0 0.0
-0.1 0.0 0.0
0.0 0.0 0.0
-0.1 0.0 0.1
0.0 0.0 0.0
0.0 0.0 0.0
0.0 0.0 0.0
0.0 0.0 0.0
0.0 0.0 0.0
-0.1 0.0 -0.2
0.0 0.0 0.0
0.0 0.0 0.0
0.0 0.0 0.0
-0.1 0.1 0.0
0.0 0.0 0.0
0.0 0.0 0.0
0.0 0.0 0.0
0.0 0.0 0.0
0.0 0.0 0.0
0.0 0.0 -0.1
0.0 0.0 0.0
0.0 -0.1 0.0
0.1 0.0 0.0
0.0 0.0 0.0
0.0 -0.1 0.0
-0.1 0.2 0.0
0.0 0.0 0.0
-0.1 0.0 0.0
0.0 0.1 -0.1
0.0 0.0 0.0
0.0 0.0 0.0
0.0 0.0 0.0
0.0 0.0 0.0
0.0 0.0 0.0
0.0 0.0 0.0
0.0 0.0 0.0
0.0 0.0 0.0
0.0 0.0 0.0
0.0 -0.2 0.2
0.0 0.0 0.0
0.0 0.0 0.1
0.0 0.0 0.0
0.1 0.0 0.0
0.0 0.0 0.0
0.2 0.0 -0.1
0.0 0.0 0.0
0.0 0.0 0.0
0.0 0.1 0.0
0.0 0.0 0.0
0.0 0.0 0.0
0.0 0.0 0.1
0.0 0.0 0.0
0.0 0.0 0.0
-0.1 0.1 0.0
0.0 0.0 0.0
0.0 0.0 0.0
0.0 0.0 0.0
-0.2 0.0 0.0
0.0 0.0 0.0